No. 1
{"formula": "C14H34Cl8O8P2", "method": "ωB97M-V/def2-TZVPD", "orbital_gap_ha": 0.3994, "smiles": "COP(=O)(OC)OC.COP(=O)(OC)OC.ClCCCl.ClCCCl.ClCCCl.ClCCCl", "multiplicity": 1, "fmax_ev_per_a": 3.32, "e_above_lowest_ev": 1.783, "species": ["H", "Cl", "H", "O", "H", "Cl", "H", "H", "Cl", "H", "C", "H", "C", "C", "Cl", "H", "O", "H", "H", "H", "C", "H", "C", "C", "H", "C", "Cl", "H", "H", "O", "H", "H", "O", "H", "H", "O", "H", "C", "O", "C", "H", "C", "H", "C", "H", "P", "Cl", "H", "H", "C", "H", "C", "H", "H", "H", "O", "C", "Cl", "H", "H", "H", "O", "H", "Cl", "H", "P"], "positions_angstrom": [[-0.7019, 1.2588, -1.4526], [0.2218, 5.9756, 0.5000], [-9.0492, 2.5006, -4.5059], [-6.6361, 2.5547, -5.4976], [-5.9844, -1.9474, -5.1895], [4.7569, -7.7397, 0.4268], [1.7645, 0.5844, -0.3228], [5.7080, 0.3887, 4.0649], [3.2950, 5.7324, 1.4299], [-4.6298, -1.5125, -4.3379], [-0.2113, 0.2856, -1.4724], [-7.0830, 3.1119, -2.6600], [2.1426, 6.7166, 2.3113], [1.3553, -1.2044, 5.7421], [-0.0604, -0.4481, -7.4437], [3.9603, 0.9613, 9.1879], [4.4823, -0.5877, 7.8903], [1.6856, -1.8175, 4.9035], [-9.7078, 1.5857, -3.2930], [5.6401, 0.7849, 8.9218], [1.3034, 0.4225, -1.2971], [2.1775, 7.7474, 1.9586], [-0.2528, -1.9757, -8.3283], [4.7203, 0.2044, 8.9939], [0.0627, 7.0031, 2.6912], [5.6854, 0.0113, 5.0872], [-0.8084, -0.6809, -0.0730], [5.6440, -5.6195, 0.9067], [1.3071, -2.8523, -7.1384], [2.3241, -1.0821, 6.7388], [5.4786, -6.6390, 2.2761], [1.8897, -2.0399, -8.5835], [-5.8390, 1.5216, -3.1684], [1.5700, 1.2179, -1.9931], [0.5558, 5.3297, 2.8087], [-8.0554, 0.7472, -4.1015], [4.9153, -0.4661, 9.8309], [3.5460, -5.6350, 1.7418], [3.2220, 1.4238, 6.6667], [1.0753, -2.6434, -8.1828], [-10.0026, 1.0807, -4.9935], [-9.2675, 1.4564, -4.2818], [2.3940, 6.6478, 3.3696], [-6.2354, 2.5677, -2.2433], [-0.4768, -1.7129, -9.3621], [-6.5994, 1.3755, -4.5993], [2.5284, -6.7240, 2.7217], [3.6318, -4.6837, 2.2670], [0.8454, -0.3088, 5.3872], [-5.6537, -1.1740, -4.4962], [6.3979, -0.7799, 5.3209], [4.9304, -6.2735, 1.4078], [-6.2043, -1.2735, -3.5608], [-5.3510, 3.1999, -2.1644], [-0.5549, -0.2644, -2.3485], [4.3657, -0.4672, 5.3183], [0.6929, 6.2429, 2.2296], [1.0955, -4.2846, -8.9822], [5.9292, 0.9290, 5.6224], [0.6276, -1.8978, 6.1635], [2.9754, -5.4069, 0.8415], [-5.8801, 0.0470, -5.2014], [-1.0118, -2.6242, -7.8908], [2.2710, -0.9769, -1.9457], [-6.4749, 2.1457, -1.2673], [3.5572, -0.0198, 6.6501]], "forces_ev_per_a": [[0.15, -0.05, 0.16], [-0.19, 0.14, 0.80], [0.05, 0.01, -0.70], [-0.09, -1.47, 1.15], [-0.52, -0.05, 0.11], [-0.15, -0.13, -0.43], [-0.90, 0.21, 0.05], [0.22, -0.71, -0.25], [0.25, -0.23, -0.17], [0.45, 1.22, 0.11], [0.40, -0.72, 1.33], [0.06, 0.19, 0.25], [-1.01, 0.25, 0.54], [-1.32, -1.61, -0.72], [-0.42, 0.32, 0.27], [-0.35, -0.40, 0.12], [-1.44, 0.03, -2.99], [0.64, 0.49, -0.32], [-0.38, -0.64, 0.06], [0.26, 0.00, -0.51], [0.38, 0.10, -1.90], [0.34, -0.13, 0.01], [0.19, -0.19, -0.21], [0.93, 1.13, 1.67], [-0.09, 0.05, -0.35], [0.08, 0.83, -0.30], [-0.38, 0.05, 0.00], [-0.53, 0.29, -0.23], [-0.15, 0.12, -0.07], [2.25, 1.62, 0.27], [-0.46, 0.30, 0.35], [-0.13, -0.19, -0.19], [-0.58, -0.14, -0.95], [0.32, 0.22, 0.30], [-0.03, -0.17, -0.43], [1.44, 0.34, -1.07], [-0.53, 0.08, 0.16], [0.77, -0.11, -0.49], [0.27, -1.35, 0.31], [0.88, -0.95, 0.02], [0.50, -0.50, -0.03], [-0.09, 1.79, 1.00], [0.24, 0.30, -0.05], [0.47, -0.20, -0.74], [-0.09, -0.22, 0.14], [-0.21, -1.50, 0.70], [0.17, 0.09, 0.02], [0.32, -0.21, 0.22], [0.39, 0.24, 0.30], [-0.68, -1.26, -0.43], [0.02, 0.16, -0.27], [-0.32, 0.05, 0.66], [-0.04, 0.31, -0.10], [-0.31, 0.26, 0.15], [0.56, 0.18, -0.09], [-1.09, -0.15, 1.36], [0.49, -0.24, -0.34], [-0.07, 0.67, 0.09], [-0.16, -0.17, 0.68], [-0.41, 0.42, 0.26], [0.20, -0.27, -0.11], [0.00, 1.80, 0.70], [-0.21, 0.45, -0.03], [-0.52, 0.02, 0.16], [-0.05, -0.17, -0.21], [0.26, -0.60, 0.19]], "mulliken_charge": [0.28, -0.19, 0.33, -0.68, 0.29, -0.18, 0.35, 0.29, -0.16, 0.28, -0.37, 0.29, -0.42, -0.70, -0.19, 0.34, -0.30, 0.28, 0.30, 0.27, -0.39, 0.30, -0.35, -0.69, 0.30, -0.72, -0.21, 0.32, 0.31, -0.27, 0.29, 0.35, -0.27, 0.26, 0.30, -0.29, 0.26, -0.34, -0.65, -0.50, 0.27, -0.75, 0.29, -0.60, 0.30, 1.03, -0.18, 0.24, 0.32, -0.63, 0.26, -0.44, 0.28, 0.24, 0.30, -0.27, -0.42, -0.21, 0.32, 0.27, 0.29, -0.33, 0.30, -0.20, 0.24, 0.98]}



No. 2
{"formula": "C4H11NS2", "method": "ωB97M-V/def2-TZVPD", "orbital_gap_ha": 0.3105, "smiles": "C/C=C/N.CSS", "multiplicity": 1, "fmax_ev_per_a": 0.94, "e_above_lowest_ev": 0.958, "species": ["H", "H", "N", "H", "H", "C", "S", "C", "H", "H", "H", "H", "H", "C", "S", "H", "H", "C"], "positions_angstrom": [[-1.6776, 0.3484, 0.3265], [2.6732, -1.7442, 2.5442], [-1.2524, -0.3606, 0.9082], [-3.6025, 0.7653, -1.7356], [0.5604, -0.2677, -0.0881], [-0.2025, 1.0865, -2.2627], [-1.3268, -0.2977, -2.5850], [0.9037, -0.6442, 1.9671], [-0.3617, 1.8849, -2.9894], [-1.7200, -0.4599, 1.7948], [0.8383, 0.7822, -2.3822], [2.6373, -1.2154, 0.8642], [-0.3640, 1.5058, -1.2741], [0.1452, -0.3917, 0.8998], [-3.0819, 0.7319, -2.9765], [2.9970, -0.0636, 2.1501], [0.4593, -0.7322, 2.9540], [2.3746, -0.9280, 1.8847]], "forces_ev_per_a": [[0.04, -0.18, 0.05], [-0.08, -0.03, -0.02], [-0.14, 0.22, -0.28], [0.07, -0.03, -0.01], [0.22, -0.10, -0.09], [0.02, 0.50, -0.30], [-0.19, 0.36, -0.20], [0.23, -0.16, -0.16], [-0.14, -0.15, -0.02], [0.21, 0.11, 0.11], [-0.10, -0.31, 0.16], [0.10, 0.01, 0.06], [0.08, -0.04, 0.13], [-0.49, -0.18, 0.79], [0.27, -0.25, 0.08], [-0.12, -0.08, 0.05], [-0.21, 0.06, -0.08], [0.23, 0.25, -0.26]], "mulliken_charge": [0.16, 0.31, -0.40, 0.14, 0.17, -0.85, -0.02, -0.26, 0.37, 0.20, 0.29, 0.30, 0.26, 0.10, -0.21, 0.25, 0.26, -1.09]}



No. 3
{"formula": "C35H35CoN5O4SSe", "method": "ωB97M-V/def2-TZVPD", "orbital_gap_ha": 0.2065, "multiplicity": 1, "fmax_ev_per_a": 2.11, "e_above_lowest_ev": 1.020, "charge": 1, "species": ["H", "C", "H", "H", "H", "N", "C", "C", "C", "H", "H", "H", "C", "C", "C", "O", "H", "H", "C", "C", "H", "H", "H", "C", "C", "C", "C", "C", "C", "C", "H", "H", "H", "H", "H", "N", "C", "N", "H", "H", "C", "H", "N", "C", "C", "S", "H", "O", "N", "C", "C", "Co", "C", "C", "H", "H", "H", "H", "C", "O", "C", "Se", "H", "C", "H", "H", "O", "H", "H", "C", "H", "H", "C", "C", "H", "H", "H", "C", "C", "C", "C", "C"], "positions_angstrom": [[-0.2150, -0.5703, -5.9037], [2.9383, -0.2813, -3.6516], [-0.4939, 7.5236, 1.7441], [2.1992, -4.6813, -0.1980], [-2.5286, -2.0352, 2.9688], [-1.8929, -2.3577, -0.8878], [1.2275, -3.5311, -1.7232], [0.6440, -3.7652, 2.7211], [0.5281, -0.3480, -3.9129], [-4.0061, -2.9051, 2.5217], [0.9716, -4.0950, 3.7084], [2.2974, -2.4421, 2.3599], [1.9424, -0.5406, -5.8267], [-2.3365, -4.1342, 0.3521], [-1.8972, -5.9942, -1.6104], [0.2341, -0.2438, -1.1673], [0.4522, -2.7713, -1.8170], [-1.2208, 0.1444, 3.4187], [3.0619, -0.4275, -5.0359], [-0.5273, 7.3455, -0.3936], [-0.4597, 6.8666, -2.4811], [-1.7263, -6.7496, -2.3647], [2.5951, -4.0986, 1.8450], [2.5399, 0.4589, 3.9660], [-0.2758, 5.4880, 1.1112], [1.4473, -0.1484, -1.6406], [-0.4379, 6.8473, 0.9028], [-0.0502, 3.1901, 0.2528], [-2.2553, -6.3934, -0.3120], [0.6583, -0.4958, -5.2714], [-2.7836, -5.7849, 1.6837], [0.9915, -4.3578, -2.3950], [-0.4495, -0.2826, -3.4553], [3.8542, -0.0968, -1.9992], [2.1153, 0.7414, 6.0541], [0.6372, 0.1222, 2.5604], [1.6539, -0.2484, -3.0774], [2.4884, -0.0040, -0.8349], [2.0610, -0.6600, -6.8960], [-0.2156, 5.0999, 2.1194], [-0.2244, 5.1196, -1.2612], [-0.0600, -2.9395, 2.8505], [-2.4511, -2.9675, 1.1148], [0.3367, 0.4248, 4.9003], [-1.9731, -3.7431, -0.9276], [-0.7794, 9.0776, -0.7320], [0.1228, -4.5991, 2.2472], [-2.1256, 9.3231, 1.5599], [2.0128, 0.0839, 0.4328], [-3.5333, 9.5605, -0.3598], [-2.9180, -2.9295, 2.4920], [0.1716, 0.2064, 0.6191], [0.0450, 2.0035, 0.4412], [1.8337, -3.3132, 1.8940], [3.8228, 0.1671, 1.4333], [-1.4872, -4.3515, -2.9455], [2.1703, -3.0882, -2.0438], [-2.5534, -3.8135, 3.0087], [2.7394, 0.1589, 1.4748], [4.0753, -0.1870, -2.9486], [-1.7558, -4.6623, -1.9452], [-2.2087, -0.0802, 0.7847], [-0.3460, 0.4922, 5.7347], [-0.1610, 0.2230, 3.6184], [3.6125, 0.5584, 4.0584], [-2.3539, -7.4476, -0.0936], [1.4662, -2.9195, 0.5809], [-3.7592, 8.6570, -0.9284], [-3.4130, 10.3705, -1.0802], [1.7007, 0.5526, 5.0731], [-4.3347, 9.7817, 0.3404], [-1.6074, -1.7351, -1.6293], [1.9734, 0.2488, 2.7302], [-0.1784, 4.6106, 0.0337], [4.0577, -0.4497, -5.4567], [-0.1356, 4.4450, -2.1023], [0.4405, -4.6274, -0.0329], [-0.4043, 6.4767, -1.4733], [-2.1751, -1.9085, 0.3413], [-2.2413, 9.3421, 0.3741], [1.3217, -4.0328, -0.3038], [-2.4899, -5.4728, 0.6912]], "forces_ev_per_a": [[0.00, 0.02, 0.00], [0.07, 0.02, 0.02], [-0.03, -0.01, -0.01], [-0.02, -0.02, 0.02], [0.01, 0.02, 0.01], [-0.03, -0.11, -0.07], [0.09, 0.03, -0.07], [-0.01, -0.01, 0.04], [0.04, 0.01, 0.03], [-0.01, -0.03, 0.00], [-0.01, 0.02, 0.01], [0.02, 0.01, 0.00], [-0.05, 0.00, -0.02], [-0.02, 0.05, 0.19], [-0.01, -0.02, 0.07], [-0.08, 0.39, -0.47], [0.06, -0.04, -0.02], [-0.02, 0.04, 0.00], [-0.01, -0.01, 0.01], [-0.01, 0.03, 0.09], [-0.03, -0.01, 0.00], [-0.02, -0.01, 0.00], [0.00, -0.01, -0.01], [0.00, -0.05, 0.13], [-0.02, 0.10, 0.05], [0.00, -0.09, 0.04], [0.08, -0.02, 0.06], [0.05, 0.37, 0.01], [0.04, 0.02, -0.07], [0.06, -0.02, -0.01], [0.01, 0.00, 0.01], [0.06, 0.04, 0.02], [-0.02, 0.01, -0.01], [0.02, 0.04, -0.01], [0.00, -0.04, 0.01], [-0.19, 0.77, -0.02], [-0.08, -0.11, 0.00], [-0.19, 0.05, 0.17], [0.00, 0.01, 0.00], [-0.02, 0.00, 0.00], [0.00, 0.08, -0.09], [0.00, 0.00, -0.01], [-0.13, -0.12, 0.02], [-0.04, -0.05, -0.05], [-0.03, 0.16, -0.11], [-0.06, -0.07, -0.04], [0.01, 0.00, 0.00], [0.00, -0.08, 0.08], [0.39, 0.54, -0.28], [0.12, 0.04, -0.03], [0.03, 0.04, -0.07], [-0.17, -2.08, 0.30], [0.07, 0.12, 0.08], [-0.08, 0.03, 0.01], [-0.01, -0.07, -0.01], [0.00, 0.00, 0.02], [0.02, 0.02, 0.02], [0.02, 0.01, 0.02], [0.00, 0.07, 0.27], [-0.08, -0.05, 0.01], [-0.08, -0.02, 0.01], [-0.08, 0.14, 0.21], [0.00, 0.03, 0.00], [0.10, -0.07, 0.04], [0.00, 0.01, 0.02], [-0.01, -0.01, -0.01], [-0.05, -0.01, -0.04], [-0.01, 0.02, -0.01], [-0.01, 0.00, -0.01], [0.07, 0.02, -0.02], [0.02, 0.01, 0.02], [0.07, 0.05, 0.02], [0.12, -0.04, -0.34], [-0.01, -0.32, 0.04], [0.00, -0.01, 0.00], [-0.01, 0.01, 0.00], [0.01, 0.05, 0.00], [0.00, -0.02, -0.04], [0.08, 0.12, -0.17], [-0.05, 0.01, -0.08], [0.10, 0.02, 0.06], [-0.03, 0.00, -0.01]], "mulliken_charge": [0.45, 0.57, 0.49, 0.53, 0.20, 0.25, -0.99, -0.78, -0.41, 0.29, 0.52, 0.18, -0.35, 0.73, -0.64, -0.58, -0.16, 0.47, -0.72, 0.03, 0.42, 0.43, 0.45, -0.93, -0.57, 0.97, -0.44, 0.39, -0.68, -1.04, 0.46, 0.46, 0.44, 0.60, 0.45, 0.73, 0.44, -1.67, 0.40, 0.44, -0.59, -0.06, 0.35, -1.04, 0.25, -0.17, 0.26, -0.50, 1.62, -1.01, -0.93, 0.04, -1.21, -0.46, 0.48, 0.60, 0.42, 0.40, -0.37, -0.64, -0.71, -0.16, 0.47, -0.17, 0.54, 0.41, -0.11, 0.28, 0.34, -0.35, 0.32, 0.05, 0.32, 0.42, 0.47, 0.49, 0.03, -0.61, -0.18, 0.73, -0.23, -0.61]}



No. 4
{"formula": "C5H13N", "method": "ωB97M-V/def2-TZVPD", "orbital_gap_ha": 0.3756, "smiles": "CC[C@@H](C)CN", "multiplicity": 1, "fmax_ev_per_a": 0.88, "e_above_lowest_ev": 0.333, "species": ["H", "H", "N", "H", "H", "C", "C", "H", "C", "C", "H", "H", "H", "H", "H", "H", "H", "H", "C"], "positions_angstrom": [[-1.5965, -1.1294, -1.6886], [-0.9989, -0.1064, -3.0280], [-0.8177, 1.6888, 1.4218], [-1.7756, 1.3779, 1.4902], [0.9543, 0.4867, -1.5142], [-0.7100, -0.6802, -2.1412], [0.1383, 0.6099, 1.4162], [-0.7521, 2.3388, 0.6507], [-0.0355, 0.2290, -1.1178], [1.3353, -1.3104, 0.3527], [-0.0312, -1.4807, -2.4249], [-0.5903, 1.1624, -1.0961], [2.0924, -0.9402, -0.3285], [1.1081, -2.3650, 0.1488], [1.1476, 1.0206, 1.5020], [1.7236, -1.2938, 1.3674], [-0.8181, -0.9936, 0.4437], [-0.0138, 0.0554, 2.3414], [0.0889, -0.4091, 0.2594]], "forces_ev_per_a": [[-0.09, 0.00, -0.21], [0.04, -0.26, 0.05], [-0.26, 0.47, 0.19], [-0.02, -0.12, -0.03], [0.01, 0.09, 0.22], [0.04, 0.12, 0.20], [0.19, -0.05, -0.13], [0.15, -0.17, -0.01], [0.14, 0.00, -0.49], [-0.78, -0.35, 0.19], [-0.05, -0.17, -0.18], [-0.18, 0.13, 0.26], [0.28, -0.12, -0.05], [0.13, 0.28, -0.25], [0.02, 0.17, -0.15], [0.20, 0.04, 0.15], [-0.01, -0.14, -0.13], [0.05, -0.13, 0.11], [0.13, 0.21, 0.24]], "mulliken_charge": [0.35, 0.35, -0.58, 0.24, 0.25, -1.24, -1.24, 0.27, -0.49, -1.53, 0.29, 0.28, 0.33, 0.34, 0.43, 0.44, 0.21, 0.43, 0.88]}



No. 5
{"formula": "C2H5O", "method": "ωB97M-V/def2-TZVPD", "orbital_gap_ha": [0.3771, 0.3048], "multiplicity": 2, "s2": 0.7543, "fmax_ev_per_a": 7.22, "e_above_lowest_ev": 4.303, "species": ["H", "H", "C", "O", "C", "H", "H", "H"], "positions_angstrom": [[-2.1605, 0.0418, 0.0000], [-1.5822, 1.1585, -0.7141], [-2.4276, 1.1357, 0.0000], [3.2397, -0.7184, 0.0000], [2.0009, -1.0207, 0.0000], [-1.5822, 1.1585, 0.7141], [1.2560, -0.8776, -0.9038], [1.2560, -0.8776, 0.9038]], "forces_ev_per_a": [[-3.22, -0.54, 0.00], [-1.48, 2.13, -2.13], [6.18, -3.72, 0.00], [-5.54, -2.17, 0.00], [1.43, 4.33, 0.00], [-1.48, 2.13, 2.13], [2.05, -1.08, 0.52], [2.05, -1.08, -0.52]], "mulliken_charge": [0.24, 0.26, -0.76, -0.40, 0.07, 0.26, 0.16, 0.16]}



No. 6
{"formula": "CH3F2N2P", "method": "ωB97M-V/def2-TZVPD", "orbital_gap_ha": [0.2455, 0.2978], "multiplicity": 1, "fmax_ev_per_a": 2.85, "e_above_lowest_ev": 2.575, "species": ["P", "F", "N", "H", "H", "C", "F", "N", "H"], "positions_angstrom": [[1.8166, 0.0369, 0.0167], [2.3199, -1.0492, 1.1081], [-1.5441, -1.1035, 0.5597], [-1.3722, -0.6939, 1.4665], [2.5356, 2.1561, -0.0902], [-0.7942, -1.1244, -0.3760], [2.4828, -0.8389, -1.2500], [2.6987, 1.2703, 0.3433], [-0.8502, -1.5304, -1.3588]], "forces_ev_per_a": [[1.57, -2.28, -0.66], [-0.86, 0.65, -0.54], [-0.24, -0.21, -0.11], [0.11, 0.11, 0.10], [-0.13, 0.45, -0.23], [1.22, 0.99, 1.08], [-1.08, 0.94, 1.02], [-0.78, -0.47, 0.06], [0.18, -0.20, -0.73]], "mulliken_charge": [0.61, -0.26, -0.36, 0.31, 0.24, -0.02, -0.32, -0.53, 0.32]}



- What is the formula in the fifth record?
  C2H5O